Entry from OMol25: a 3-piece molecular cluster, C16H26F5NO7Si overall at a distorted geometry (ωB97M-V/def2-TZVPD).

Its electronic energy is -1995.54516 Ha. The calculation puts the orbital gap at 9.5 eV. Its LUMO energy is 0.332 eV.

Structure (XYZ):
```
56
C16H26F5NO7Si, DFT ωB97M-V/def2-TZVPD
C 2.86 -3.88 0.80
C 1.73 -2.96 0.35
N 2.05 -2.23 -0.88
C 0.97 -1.31 -1.26
C -0.34 -2.02 -1.60
Si -1.66 -2.02 -0.27
C -3.05 -3.24 -0.62
C -3.76 -3.64 0.69
C -2.53 -0.29 -0.03
F -2.90 -0.20 1.28
F -3.66 -0.18 -0.77
C -1.70 0.98 -0.30
F -2.51 2.08 -0.27
F -0.73 1.13 0.64
F -1.12 0.93 -1.53
C 3.26 -1.45 -0.68
C 3.28 -0.44 0.45
O 4.21 -1.62 -1.39
H 2.97 -3.81 1.87
H 3.81 -3.62 0.35
H 2.65 -4.91 0.55
H 0.86 -3.57 0.13
H 1.42 -2.29 1.16
H 0.78 -0.56 -0.48
H 1.32 -0.77 -2.13
H -0.17 -3.04 -1.93
H -0.77 -1.52 -2.47
H -1.06 -2.42 1.02
H -3.78 -2.82 -1.31
H -2.61 -4.11 -1.08
H -3.92 -4.71 0.74
H -3.16 -3.40 1.57
H -4.70 -3.12 0.82
H 2.31 -0.35 0.91
H 3.59 0.51 0.04
H 3.95 -0.77 1.23
O -0.92 5.89 -5.38
C -1.48 5.24 -4.56
O -2.49 5.68 -3.78
C -3.06 4.56 -3.10
C -1.92 3.57 -3.11
O -1.20 3.94 -4.29
H -3.38 4.85 -2.10
H -3.93 4.21 -3.66
H -1.26 3.68 -2.24
H -2.25 2.54 -3.18
O 1.93 -0.40 3.30
C 2.14 0.72 3.60
O 2.77 1.63 2.81
C 2.62 2.92 3.41
C 2.40 2.57 4.87
O 1.79 1.28 4.78
H 3.51 3.52 3.24
H 1.76 3.42 2.97
H 3.33 2.49 5.43
H 1.74 3.26 5.39
```


Entry from OMol25: a 2-piece molecular cluster, C16H26FN2O5S overall (ωB97M-V/def2-TZVPD).

Its electronic energy is -1608.78669 Ha. As for the net charge: +1. The calculation puts the orbital gap at 8.5 eV. Its LUMO energy is -2.647 eV.

Structure (XYZ):
```
51
C16H26FN2O5S, DFT ωB97M-V/def2-TZVPD
O 0.40 4.23 2.53
C -0.11 3.17 2.71
N -0.25 2.10 1.83
C 0.68 2.09 0.71
O 1.76 1.23 0.98
C 2.97 1.86 1.27
C 3.60 2.68 0.34
C 4.80 3.28 0.67
C 5.37 3.06 1.91
C 4.75 2.22 2.82
C 3.54 1.61 2.50
O -0.75 2.89 3.95
S -0.04 1.93 4.99
O 0.16 0.65 4.43
O -0.67 2.14 6.23
F 1.34 2.65 5.01
H -1.21 2.02 1.52
H 0.16 1.67 -0.16
H 1.03 3.08 0.43
H 3.14 2.83 -0.63
H 5.28 3.93 -0.06
H 6.31 3.54 2.17
H 5.20 2.03 3.79
H 3.05 0.95 3.21
C -2.71 -2.85 -4.63
C -3.44 -1.89 -3.69
C -2.57 -1.22 -2.63
N -2.04 -2.11 -1.52
C -2.99 -3.20 -1.17
C -0.69 -2.70 -1.91
C 0.35 -1.91 -1.13
C -0.36 -1.59 0.18
C -1.78 -1.27 -0.27
H -2.20 -3.65 -4.10
H -3.43 -3.32 -5.30
H -1.99 -2.32 -5.25
H -4.29 -2.38 -3.22
H -3.86 -1.07 -4.28
H -3.16 -0.44 -2.14
H -1.70 -0.74 -3.08
H -3.09 -3.88 -2.01
H -3.95 -2.77 -0.91
H -2.58 -3.74 -0.31
H -0.69 -3.75 -1.60
H -0.57 -2.65 -2.98
H 0.62 -1.00 -1.67
H 1.26 -2.48 -0.98
H 0.10 -0.75 0.69
H -0.35 -2.44 0.85
H -1.87 -0.22 -0.55
H -2.54 -1.51 0.47
```


Entry from OMol25: C16H26HfO5 as an isolated structure (ωB97M-V/def2-TZVPD).

Its electronic energy is -1047.91372 Ha. As for the net charge: +4. The calculation puts the orbital gap at 9.5 eV. Its LUMO energy is -15.088 eV.

Structure (XYZ):
```
48
C16H26HfO5, DFT ωB97M-V/def2-TZVPD
Hf -0.26 0.23 -0.30
C -1.61 -2.25 1.19
C -0.42 -1.96 2.06
O -0.11 -0.53 1.79
C -0.26 0.38 2.96
C -1.03 1.55 2.42
O -0.41 1.90 1.13
C 0.72 2.86 1.16
C 2.00 2.09 0.94
O 1.71 1.10 -0.13
C 2.89 0.36 -0.63
C 2.58 -1.10 -0.47
O 1.17 -1.26 -0.93
C 0.80 -2.69 -1.08
C -0.72 -2.76 -1.10
O -1.26 -1.75 -0.17
H -2.49 -1.69 1.49
H -1.86 -3.30 1.12
H 0.47 -2.53 1.80
H -0.63 -2.09 3.12
H 0.74 0.62 3.32
H -0.82 -0.13 3.74
H -1.04 2.43 3.06
H -2.07 1.29 2.19
H 0.71 3.38 2.11
H 0.52 3.57 0.36
H 2.34 1.53 1.81
H 2.79 2.75 0.58
H 3.76 0.64 -0.04
H 3.03 0.66 -1.67
H 2.61 -1.44 0.56
H 3.22 -1.72 -1.10
H 1.25 -3.22 -0.24
H 1.23 -3.05 -2.02
H -1.06 -3.75 -0.79
H -1.14 -2.54 -2.07
C -2.21 -0.12 -2.39
C -0.96 0.01 -3.01
C -0.19 1.17 -2.80
C -0.68 2.19 -1.98
C -1.93 2.05 -1.35
C -2.68 0.89 -1.54
H -2.82 -1.00 -2.57
H -0.59 -0.77 -3.66
H 0.77 1.27 -3.29
H -0.09 3.09 -1.84
H -2.30 2.84 -0.70
H -3.65 0.78 -1.05
```